# C32H26AsCdF9N2O5S

A molecular structure, C32H26AsCdF9N2O5S at a distorted geometry (ωB97M-V/def2-TZVPD, the Open Molecules 2025 dataset).

```
77
Properties=species:S:1:pos:R:3:forces:R:3:mulliken_charge:R:1
Cd -0.859 -1.118 0.406 0.827 -2.313 -0.998 4.9580
N 2.344 -1.177 1.474 -0.114 0.233 0.265 -0.3412
C 2.524 -2.333 0.772 0.303 -0.399 0.014 0.1721
C 3.747 -2.667 0.214 -0.393 0.292 0.170 -0.4228
C 3.985 -3.941 -0.302 -0.197 -0.228 -0.132 -0.8414
C 3.021 -4.915 -0.250 0.309 0.015 -0.071 -0.8457
C 1.752 -4.616 0.278 -0.029 0.452 0.080 1.2641
C 0.722 -5.573 0.386 -0.284 0.236 0.154 -0.7918
C -0.481 -5.211 0.926 0.165 -0.177 -0.046 -0.7834
C -0.688 -3.874 1.290 0.138 0.022 0.138 -0.3201
N 0.233 -2.944 1.158 0.303 -0.712 0.550 -0.4834
C 1.470 -3.299 0.733 0.423 -0.515 -0.378 0.5245
H 1.391 -0.970 1.743 0.366 0.109 -0.036 0.1772
H 2.920 -0.387 1.217 -0.235 -0.092 0.013 -0.2035
H 4.538 -1.930 0.226 0.093 0.048 0.011 0.4733
H 4.956 -4.149 -0.729 0.046 -0.103 -0.009 0.3823
H 3.219 -5.914 -0.605 0.032 -0.135 -0.065 0.4109
H 0.896 -6.585 0.055 0.048 -0.122 -0.063 0.4177
H -1.283 -5.920 1.045 -0.098 -0.094 0.013 0.4514
H -1.638 -3.553 1.697 -0.053 -0.038 -0.128 0.3121
O 0.498 0.110 -0.315 1.418 0.894 -0.896 -1.4989
As 0.417 1.740 -0.134 1.398 2.491 -0.270 0.7038
C -0.005 2.677 1.513 0.030 -0.193 -0.167 0.7340
C -0.043 2.113 2.775 0.140 -0.076 -0.112 0.3997
C -0.205 2.940 3.876 0.120 0.013 -0.019 -0.7633
C -0.296 4.312 3.715 0.033 -0.044 0.112 -0.7701
C -0.224 4.878 2.452 0.015 0.008 -0.061 -0.7140
C -0.078 4.056 1.353 -0.017 -0.071 -0.425 -0.8914
C 2.359 2.143 -0.183 -0.391 -0.299 0.016 0.4674
C 3.150 2.146 -1.329 -0.307 -0.004 -0.136 -0.3096
C 4.533 2.176 -1.222 0.015 0.015 -0.108 -0.8038
C 5.143 2.177 0.021 0.019 -0.032 -0.040 -0.6006
C 4.367 2.135 1.167 0.042 -0.015 0.016 -0.4176
C 2.988 2.115 1.061 -0.353 0.144 0.109 -0.8273
C -0.555 2.758 -1.490 0.148 -0.222 0.259 0.3599
C 0.097 3.615 -2.369 0.311 -0.159 0.175 -0.2706
C -0.640 4.399 -3.244 0.110 0.013 -0.013 -0.6993
C -2.023 4.329 -3.239 -0.003 -0.005 0.002 -0.6129
C -2.673 3.493 -2.347 0.002 -0.022 0.065 -0.9716
C -1.943 2.713 -1.465 -0.123 -0.142 0.187 -0.2798
H 0.021 1.038 2.897 0.075 0.170 0.118 0.3221
H -0.264 2.501 4.859 -0.030 -0.043 0.133 0.4584
H -0.416 4.949 4.576 -0.031 0.058 0.144 0.3898
H -0.276 5.950 2.322 -0.030 0.027 0.012 0.4397
H -0.014 4.473 0.352 -0.055 0.125 0.149 0.4425
H 2.687 2.103 -2.309 0.084 -0.023 0.020 0.4169
H 5.141 2.181 -2.116 -0.017 0.015 -0.054 0.4155
H 6.220 2.190 0.094 0.094 0.011 0.003 0.3974
H 4.832 2.104 2.141 0.029 0.023 0.074 0.4430
H 2.380 2.065 1.960 0.156 0.085 -0.018 0.3162
H 1.179 3.686 -2.346 -0.080 0.071 -0.094 0.3435
H -0.129 5.072 -3.917 0.023 0.013 -0.055 0.4250
H -2.595 4.936 -3.925 -0.050 0.073 -0.061 0.3876
H -3.753 3.457 -2.322 -0.047 -0.032 -0.014 0.4708
H -2.438 2.073 -0.746 -0.071 0.111 -0.125 0.5417
C -3.816 -0.960 2.107 0.792 0.436 -0.099 -0.6799
S -2.371 0.121 2.125 -1.748 0.896 1.366 1.1279
O -2.621 1.175 3.070 -0.235 -0.279 0.018 -0.6679
O -1.221 -0.750 2.469 -0.437 0.064 1.426 -0.9395
O -2.153 0.608 0.741 -0.910 0.759 0.408 -1.0341
H -3.857 -1.429 3.082 -0.025 -0.037 0.162 0.4066
H -3.688 -1.690 1.317 -0.006 -0.128 -0.162 -0.0892
H -4.688 -0.346 1.934 -0.147 0.156 -0.042 0.3518
F -3.327 -0.722 -3.418 -0.007 -0.182 -0.134 -0.3234
C -2.808 -0.808 -2.187 -0.362 0.195 -0.330 0.5475
F -1.696 -0.052 -2.186 0.140 -0.051 0.019 -0.3442
F -3.676 -0.237 -1.357 -0.137 0.044 0.086 -0.2510
C -2.484 -2.255 -1.721 -0.227 -0.127 -0.784 0.8306
O -2.288 -2.307 -0.408 -0.979 -0.812 -0.276 -1.0339
C -1.228 -2.749 -2.497 0.438 -0.159 -0.290 0.3435
F -1.257 -2.517 -3.812 -0.140 0.199 -0.127 -0.2919
F -1.052 -4.061 -2.335 -0.109 -0.299 0.180 -0.2969
F -0.109 -2.160 -2.030 -0.047 0.037 0.135 -0.1160
C -3.679 -3.176 -2.104 -0.176 -0.239 -0.105 0.2670
F -4.849 -2.587 -1.847 -0.223 0.254 0.190 -0.2658
F -3.644 -4.299 -1.392 0.105 -0.203 0.161 -0.2316
F -3.701 -3.524 -3.396 0.134 0.018 -0.208 -0.2644
```
Positions in Å, forces in eV/Å.

- HOMO (eV) = -7.729
- gap between HOMO and LUMO (eV) = 7.827
- E (Ha) = -5421.2857
- relative energy (zero: lowest compared OMol25 entry of this formula, charge and spin) (kcal per mole) = 41.9

=====

# C4H9NO

C4H9NO in the gas phase (ωB97M-V/def2-TZVPD, the Open Molecules 2025 dataset).

```
15
Properties=species:S:1:pos:R:3:forces:R:3:mulliken_charge:R:1
C -0.915 -1.955 1.318 -0.030 -0.038 0.279 -1.0766
C -0.219 -1.306 0.126 -0.057 -0.404 -0.322 -0.2139
N 0.030 0.130 0.143 -0.117 0.166 -0.408 -0.4882
C -0.388 0.750 -0.877 -0.053 -0.214 0.156 0.1261
O 0.072 1.938 -1.296 -0.144 -0.181 0.098 -0.3214
C 1.249 2.371 -0.622 0.194 0.156 0.248 -0.6082
H -1.029 -1.243 2.133 -0.040 -0.054 0.094 0.3371
H -1.900 -2.337 1.027 0.102 0.244 0.180 0.2772
H -0.346 -2.821 1.680 -0.093 0.266 -0.011 0.2604
H -0.797 -1.617 -0.763 0.382 0.205 -0.070 0.3253
H 0.794 -1.705 0.037 -0.173 -0.312 -0.140 0.2580
H -1.158 0.372 -1.553 0.113 -0.028 -0.153 0.3454
H 1.771 3.072 -1.280 -0.256 -0.089 0.148 0.2209
H 1.881 1.508 -0.391 -0.051 0.210 -0.060 0.3018
H 0.957 2.843 0.318 0.223 0.072 -0.038 0.2560
```
Positions in Å, forces in eV/Å.

- structure (SMILES) = CC/N=C/OC
- HOMO (eV) = -9.457
- gap between HOMO and LUMO (eV) = 10.571
- E (Ha) = -287.7650
- relative energy (zero: lowest compared OMol25 entry of this formula, charge and spin) (kcal per mole) = 42.3

=====

# C9H14

2 unconnected molecules or ions with the total composition C9H14 (ωB97M-V/def2-TZVPD, the Open Molecules 2025 dataset).

```
23
Properties=species:S:1:pos:R:3:forces:R:3:mulliken_charge:R:1
C -1.548 1.554 -2.353 0.096 0.311 -0.305 -1.2021
C 0.136 0.848 0.996 0.021 -0.134 0.446 -0.6333
C -0.191 1.444 -0.219 -0.435 0.139 -0.587 -0.6294
C -0.696 -0.232 1.478 0.304 0.121 0.054 -0.8707
C -1.267 1.024 -0.984 -0.154 -0.314 0.031 0.9225
C -1.712 -0.721 0.680 0.079 -0.063 0.311 -0.1549
C -2.016 -0.149 -0.558 0.229 0.081 -0.130 -0.8707
H 0.945 1.204 1.628 0.016 0.093 -0.196 0.4507
H 0.390 2.258 -0.655 0.147 0.019 0.320 0.1312
H -0.452 -0.684 2.439 -0.205 -0.020 -0.136 0.3611
H -2.281 -1.576 1.047 -0.011 0.043 -0.134 0.3578
H -2.609 1.769 -2.542 -0.022 -0.224 0.143 0.2756
H -1.227 0.840 -3.135 -0.120 -0.031 0.013 0.2246
H -2.764 -0.580 -1.212 -0.123 0.028 0.037 0.3096
H -1.038 2.497 -2.571 0.205 -0.026 0.171 0.3842
C 2.756 -1.233 -0.073 -0.359 -0.132 -0.297 -0.8607
C 2.941 -1.869 1.292 0.261 -0.323 0.239 -0.7710
H 3.437 -1.634 -0.836 0.011 0.066 0.219 0.3861
H 1.732 -1.404 -0.418 0.114 0.029 -0.012 0.1917
H 2.859 -0.150 -0.030 0.091 -0.012 0.018 0.2664
H 2.900 -2.965 1.259 -0.044 0.106 -0.160 0.2806
H 3.905 -1.621 1.750 -0.051 0.089 -0.052 0.2642
H 2.152 -1.558 1.974 -0.049 0.156 0.003 0.1864
```
Positions in Å, forces in eV/Å.

- <S²> = 0.76
- HOMO (spin up / spin down) (eV) = 0.918 / -3.275
- charge = -1
- spin multiplicity = 2
- gap between HOMO and LUMO (spin up / spin down) (eV) = 3.037 / 7.173
- E (Ha) = -351.2779
- relative energy (zero: lowest compared OMol25 entry of this formula, charge and spin) (kcal per mole) = 0.9

=====

# C54H38N5O10PPbS

A molecular structure, C54H38N5O10PPbS (ωB97M-V/def2-TZVPD, the Open Molecules 2025 dataset).

```
110
Properties=species:S:1:pos:R:3:forces:R:3:mulliken_charge:R:1
Pb 0.551 0.120 -0.593 0.061 -0.116 -0.097 2.1704
C -5.586 2.002 0.890 0.050 0.000 -0.028 -0.5079
C -5.053 0.774 0.519 -0.037 0.027 -0.006 -1.4027
C -3.681 0.569 0.524 0.062 -0.084 -0.025 0.8523
C -2.849 1.590 0.961 0.028 0.110 0.026 -0.4206
C -3.369 2.824 1.325 0.038 0.057 0.029 -0.3937
C -4.739 3.034 1.275 0.001 -0.035 -0.009 -0.6608
N -1.448 1.302 1.061 -0.077 -0.236 0.000 1.7805
N -0.935 1.706 2.105 0.085 0.081 0.040 -1.0776
C 0.424 1.296 2.320 -0.004 -0.075 -0.081 -0.5314
C 0.897 1.584 3.592 -0.076 0.041 0.029 0.0851
C 2.145 1.134 3.988 0.061 -0.022 0.015 -0.8834
C 2.913 0.379 3.115 -0.088 0.029 -0.040 -0.9492
C 2.446 0.090 1.835 0.114 0.014 0.135 -0.5609
C 1.207 0.559 1.434 -0.037 0.056 -0.112 0.5617
H -6.658 2.158 0.874 -0.002 -0.003 0.006 0.4237
H -5.703 -0.042 0.227 0.001 -0.007 0.003 0.4787
H -3.265 -0.395 0.257 -0.015 0.007 0.040 0.2121
H -2.692 3.600 1.658 -0.017 -0.003 -0.004 0.4423
H -5.147 3.998 1.552 0.005 0.005 0.002 0.3739
H 0.238 2.115 4.266 0.016 -0.006 0.014 0.4457
H 2.500 1.342 4.990 -0.004 -0.003 0.004 0.3312
H 3.873 -0.013 3.425 0.000 0.009 0.017 0.4343
H 3.041 -0.530 1.177 -0.079 0.108 0.046 0.1551
C 1.576 3.796 -4.941 0.033 0.012 0.059 -0.8367
C 0.477 3.262 -5.464 -0.089 -0.041 0.001 -0.9227
C -0.538 2.644 -4.605 0.071 0.054 -0.069 0.0941
C -0.366 2.541 -3.289 0.050 -0.001 0.065 0.0783
C 0.933 2.903 -2.599 -0.070 -0.027 -0.042 -0.7416
C 1.940 3.709 -3.486 -0.029 0.012 0.022 0.0282
P -1.679 2.063 -2.114 -0.081 -0.128 -0.071 1.1016
C -3.165 2.912 -2.785 0.013 -0.021 0.029 0.5340
C -3.078 4.150 -3.426 0.027 -0.007 -0.001 -0.8966
C -4.221 4.863 -3.762 -0.014 -0.010 0.005 -0.6475
C -5.478 4.359 -3.458 0.027 -0.013 -0.004 -0.6476
C -5.577 3.139 -2.806 0.000 0.008 0.002 -0.8983
C -4.435 2.428 -2.470 0.002 -0.007 0.042 -0.7618
C -1.979 0.266 -2.416 0.094 0.030 0.048 0.4085
C -2.964 -0.246 -3.256 0.009 0.013 0.000 0.1129
C -3.183 -1.618 -3.318 0.000 -0.007 0.005 -1.0326
C -2.431 -2.488 -2.543 -0.038 0.056 -0.019 -0.8267
C -1.421 -1.998 -1.724 -0.068 -0.052 -0.060 -0.6181
C -1.201 -0.631 -1.672 0.116 0.102 0.012 0.0179
H 2.307 4.274 -5.589 -0.004 0.000 -0.005 0.3364
H 0.298 3.310 -6.532 -0.004 -0.006 0.004 0.3403
H -1.478 2.341 -5.054 0.006 0.005 -0.015 0.4688
H 0.677 3.509 -1.727 -0.002 0.010 0.009 0.7531
H 2.038 4.723 -3.084 -0.018 0.019 -0.015 0.3533
H -2.107 4.562 -3.668 -0.009 -0.002 0.004 0.2906
H -4.124 5.820 -4.261 0.000 0.002 -0.001 0.4006
H -6.369 4.916 -3.720 -0.002 0.002 0.000 0.3599
H -6.548 2.737 -2.542 -0.001 0.000 0.002 0.4076
H -4.532 1.490 -1.939 -0.013 0.036 0.008 0.6401
H -3.576 0.424 -3.849 0.026 -0.042 -0.013 0.5038
H -3.961 -2.004 -3.967 -0.003 0.001 0.001 0.3304
H -2.637 -3.551 -2.556 0.001 -0.001 -0.006 0.4119
H -0.836 -2.665 -1.100 -0.015 0.019 -0.012 0.3789
O -3.359 -2.636 0.874 0.001 -0.012 -0.046 -0.7778
C -3.019 -2.384 2.028 0.090 0.100 0.026 0.4714
N -2.333 -1.303 2.448 -0.149 -0.001 0.070 0.1060
S -2.267 -1.194 4.039 0.017 -0.012 -0.018 1.1704
O -3.147 -0.164 4.554 -0.007 -0.030 0.023 -0.7485
O -0.916 -1.162 4.548 -0.022 -0.023 0.005 -0.7103
C -3.010 -2.782 4.387 0.045 0.026 0.007 0.0771
C -3.229 -3.447 5.576 -0.014 0.001 0.025 -0.5885
C -3.843 -4.694 5.515 0.001 0.014 -0.044 -0.4371
C -4.222 -5.240 4.289 0.015 0.023 0.010 -0.4880
C -3.995 -4.550 3.103 -0.039 -0.055 0.017 -0.4179
C -3.381 -3.314 3.171 0.034 0.008 0.009 -0.2923
H -2.927 -3.013 6.521 0.002 -0.007 -0.002 0.4198
H -4.023 -5.251 6.427 -0.002 -0.001 0.004 0.3626
H -4.690 -6.217 4.264 -0.003 -0.003 0.002 0.3659
H -4.273 -4.956 2.139 0.001 0.005 -0.003 0.4621
O 3.798 -0.516 -0.956 0.030 -0.005 -0.016 -0.6632
C 3.124 -1.440 -1.397 -0.112 0.049 0.000 0.5510
O 1.843 -1.512 -1.406 0.033 -0.031 -0.053 -0.2405
C 3.812 -2.606 -2.072 -0.075 0.011 0.040 0.0112
C 5.076 -2.400 -2.612 0.012 0.000 -0.011 -0.4885
C 5.733 -3.425 -3.269 0.035 -0.011 -0.040 -0.6861
C 5.106 -4.659 -3.355 -0.038 0.096 0.020 -0.0455
C 3.856 -4.891 -2.803 -0.025 -0.087 -0.007 -0.7437
C 3.201 -3.852 -2.165 0.060 0.010 -0.005 -0.1801
N 5.793 -5.749 -4.054 0.079 -0.058 0.075 1.0140
O 5.231 -6.825 -4.142 -0.048 -0.018 -0.027 -0.6344
O 6.905 -5.535 -4.509 -0.009 0.032 -0.028 -0.6501
H 5.525 -1.422 -2.508 0.002 0.001 -0.001 0.4839
H 6.708 -3.289 -3.711 -0.009 0.011 0.006 0.4690
H 3.413 -5.874 -2.870 0.005 0.006 -0.015 0.4793
H 2.234 -4.017 -1.711 -0.036 0.042 0.058 0.3433
C 3.292 0.019 -5.703 -0.008 0.012 0.024 -0.9482
C 2.260 -0.682 -5.096 0.013 0.012 -0.012 -0.6401
C 1.688 -0.221 -3.914 0.025 -0.014 -0.029 -0.4694
C 2.170 0.932 -3.311 -0.006 0.008 0.060 0.8754
C 1.652 1.606 -2.044 0.081 -0.013 -0.043 1.0884
C 2.825 2.151 -1.250 -0.052 -0.013 0.034 -0.7530
C 3.688 2.901 -1.920 -0.020 -0.011 -0.087 -1.5484
C 3.359 3.039 -3.380 0.003 -0.026 0.063 -0.0385
C 3.153 1.671 -3.973 0.025 0.018 -0.051 0.0255
C 3.724 1.219 -5.150 -0.001 -0.017 0.025 -0.7417
H 3.744 -0.356 -6.614 0.000 -0.003 -0.002 0.3417
H 1.895 -1.601 -5.537 0.002 -0.007 0.003 0.4727
H 0.886 -0.789 -3.466 -0.028 0.017 0.018 0.3913
H 2.924 1.948 -0.191 0.005 -0.004 -0.023 0.3037
H 4.562 3.363 -1.478 0.006 0.009 -0.011 0.2946
H 4.091 3.621 -3.944 0.010 0.006 0.009 0.8205
H 4.488 1.812 -5.644 -0.003 0.003 -0.003 0.4326
O 1.005 -4.379 0.449 -0.001 0.216 -0.056 -0.7542
N 1.302 -3.202 0.733 0.322 -0.189 -0.016 0.7229
O 2.485 -2.894 0.985 -0.210 -0.131 0.003 -0.6317
O 0.409 -2.322 0.753 -0.137 0.080 0.030 -0.1181
```
Positions in Å, forces in eV/Å.

- HOMO (eV) = -3.437
- charge = -2
- gap between HOMO and LUMO (eV) = 6.822
- E (Ha) = -4038.9715
- relative energy (zero: lowest compared OMol25 entry of this formula, charge and spin) (kcal per mole) = 40.5